Below is C43H49Br3IN6O3ReSi as an isolated structure, with properties calculated with ωB97M-V with the def2-TZVPD basis set.

Computed properties:
Multiplicity: 2
Expectation value of S²: 0.795
E_HOMO (spin up / spin down) in eV: -13.1 / -13.1
Charge: +3
Energy in eV: -288685.84890
Lowest unoccupied orbital energy (spin up / spin down) in eV: -9.84 / -9.93
Kohn-Sham gap (spin up / spin down) in eV: 3.251 / 3.157

Cartesian coordinates (Å):
1 Re -1.37584 -1.63826 -0.12931
2 Br -4.26444 -5.80836 0.66789
3 C -3.66204 -4.56436 1.94929
4 C -3.99564 -4.68436 3.29459
5 C -3.53974 -3.77726 4.23209
6 Br -3.98874 -4.01426 6.05449
7 C -2.74834 -2.65966 3.84229
8 C -2.23534 -1.67696 4.70489
9 C -1.48574 -0.64636 4.17909
10 C -1.23464 -0.59316 2.80879
11 N -1.68914 -1.51166 1.96759
12 C -2.43464 -2.53316 2.46659
13 C -2.83934 -3.51086 1.50489
14 O -2.42084 -3.38386 0.29929
15 H -4.61454 -5.51076 3.60959
16 H -2.42204 -1.73476 5.76749
17 H -1.07694 0.11924 4.81989
18 H -0.65114 0.21204 2.37829
19 C -5.42214 11.48024 -0.51381
20 O -6.11784 10.24854 -0.51291
21 C -5.50854 9.08504 -0.53551
22 C -6.34674 7.93954 -0.49251
23 C -5.81114 6.68214 -0.49081
24 C -4.41464 6.49454 -0.55481
25 C -3.58144 7.63004 -0.59181
26 C -4.10774 8.89734 -0.58191
27 C -3.90064 5.15544 -0.57771
28 N -4.64634 4.06674 -0.47031
29 C -3.80804 3.02004 -0.52981
30 C -2.48094 3.47814 -0.68161
31 N -2.56974 4.83164 -0.71841
32 C -1.36884 2.60734 -0.76391
33 C -0.04724 2.98974 -1.03201
34 C 0.91506 2.00544 -1.10191
35 C 0.57226 0.68364 -0.83621
36 N -0.66574 0.29274 -0.55211
37 C -1.64714 1.23074 -0.56451
38 C -2.99224 0.75114 -0.46121
39 N -3.14624 -0.59176 -0.40691
40 C -4.36444 -1.09916 -0.49261
41 C -5.50744 -0.30576 -0.58791
42 C -5.38344 1.06804 -0.55951
43 C -4.10084 1.62444 -0.50611
44 H -6.19774 12.24574 -0.46601
45 H -4.83344 11.60054 -1.42941
46 H -4.76814 11.56504 0.36049
47 H -7.41244 8.09824 -0.45531
48 H -6.43624 5.80604 -0.44191
49 H -2.50644 7.52374 -0.61201
50 H -3.44164 9.74684 -0.60811
51 H -1.80984 5.47634 -0.87151
52 H 0.20376 4.02664 -1.19671
53 H 1.93166 2.24274 -1.36641
54 H 1.33056 -0.08616 -0.85931
55 H -4.44164 -2.17946 -0.50531
56 H -6.47584 -0.77136 -0.67951
57 H -6.23914 1.72294 -0.59741
58 C 6.35906 -0.11646 0.64909
59 C 4.92556 -0.41806 0.17229
60 C 3.93006 0.13084 1.20789
61 C 4.69776 0.35864 -1.13391
62 Si 4.70756 -2.36966 -0.03711
63 Br 0.85476 -2.61246 0.21319
64 C 4.98446 -3.48846 1.54689
65 C 4.65766 -2.71796 2.83439
66 C 4.11976 -4.75806 1.53359
67 C 6.46606 -3.90166 1.59179
68 C 4.49856 -3.12156 -1.83631
69 C 5.82376 -2.96216 -2.60161
70 C 4.16236 -4.61646 -1.77401
71 C 3.38916 -2.41996 -2.63311
72 H 6.46576 0.95564 0.79959
73 H 7.09676 -0.41826 -0.08921
74 H 6.59656 -0.60056 1.59199
75 H 3.95956 1.21714 1.18219
76 H 4.19476 -0.17086 2.21249
77 H 2.91456 -0.19406 0.99829
78 H 4.89306 1.41194 -0.94361
79 H 3.67426 0.26414 -1.48671
80 H 5.37986 0.04444 -1.91691
81 H 3.61496 -2.41176 2.85619
82 H 5.30006 -1.85306 2.96709
83 H 4.83646 -3.37366 3.68329
84 H 3.06766 -4.51726 1.40659
85 H 4.24486 -5.27086 2.48519
86 H 4.42736 -5.44596 0.75529
87 H 7.12736 -3.04136 1.63679
88 H 6.74146 -4.51106 0.73629
89 H 6.64026 -4.49536 2.48589
90 H 6.63096 -3.50836 -2.12241
91 H 6.11976 -1.92216 -2.70091
92 H 5.70056 -3.36306 -3.60541
93 H 4.96616 -5.18326 -1.31661
94 H 4.04826 -4.99416 -2.78671
95 H 3.23596 -4.79686 -1.23731
96 H 3.65116 -1.39596 -2.87051
97 H 2.44786 -2.43616 -2.09291
98 H 3.25796 -2.94736 -3.57501
99 N -1.23934 -2.99896 -4.29811
100 C -1.20384 -3.04896 -2.97911
101 O -1.27264 -1.99096 -2.32181
102 C -1.01274 -4.37946 -2.29981
103 I -1.90574 -6.06936 -3.31501
104 H -1.33754 -2.11326 -4.77591
105 H -1.23534 -3.84356 -4.85541
106 H -1.43254 -4.35696 -1.29341
107 H 0.05646 -4.59366 -2.21971

=====

Below is a 4-piece molecular cluster, C43H49ClF3O15P overall, with properties calculated with ωB97M-V with the def2-TZVPD basis set.

Computed properties:
Structure (SMILES): C#CCc1cc2c(c(CCCCl)c1P(O)O)C(=O)c1c(OCCOCC)cc(C#C)c(CCCCCCCC)c1C2=O.O=C1OC[C@@H](F)O1.O=C1OC[C@@H](F)O1.O=C1OC[C@@H](F)O1
E_HOMO in eV: -8.8
Charge: 0
Energy in eV: -106057.50414
Lowest unoccupied orbital energy in eV: -0.89
Kohn-Sham gap in eV: 7.930

Cartesian coordinates (Å):
1 C 0.95348 -4.97763 3.65142
2 C 1.90174 -5.01409 2.90796
3 C 3.13552 -4.92062 2.03868
4 C 2.81785 -3.86805 0.92902
5 C 1.54182 -3.99798 0.32830
6 C 1.16865 -3.06672 -0.63505
7 C 2.04232 -2.01650 -1.03211
8 C 3.31056 -1.88171 -0.43696
9 C 4.20141 -0.70637 -0.84234
10 C 4.11663 0.38001 0.31650
11 C 5.48909 0.76527 0.92398
12 Cl 5.51410 2.51960 1.40207
13 C 3.72366 -2.83765 0.55820
14 P 5.36236 -2.81511 1.42373
15 O 6.49548 -2.02304 0.49591
16 O 5.95601 -4.38185 1.47626
17 C 1.50126 -1.09362 -2.10734
18 O 2.10591 -0.69730 -3.07310
19 C 0.02592 -0.70690 -1.93871
20 C -0.42472 0.59068 -2.19776
21 O 0.47268 1.57017 -2.59439
22 C 0.30014 2.72324 -1.74435
23 C 1.56533 3.61823 -1.69004
24 O 1.14200 4.97857 -1.57429
25 C 1.19996 5.46659 -0.24350
26 C -0.08723 5.19061 0.60087
27 C -1.80550 0.87534 -2.05631
28 C -2.65725 -0.16226 -1.64124
29 C -4.08048 0.17501 -1.46232
30 C -5.18715 0.36238 -1.02185
31 C -2.21937 -1.48900 -1.38185
32 C -3.22991 -2.54380 -0.92567
33 C -4.01081 -3.07573 -2.15929
34 C -5.23006 -3.91533 -1.64933
35 C -6.58276 -3.14149 -1.78671
36 C -7.20380 -2.74204 -0.40945
37 C -8.44140 -1.83420 -0.69858
38 C -9.13694 -1.30513 0.58718
39 C -9.53748 -2.44627 1.58183
40 C -0.84821 -1.76343 -1.54001
41 C -0.22481 -3.13514 -1.27677
42 O -0.78245 -4.17398 -1.52395
43 H 0.38319 -5.05517 4.56606
44 H 3.32759 -5.91650 1.61069
45 H 3.92776 -4.57268 2.71753
46 H 0.84374 -4.79657 0.59628
47 H 5.23452 -0.98235 -1.08619
48 H 3.80862 -0.19044 -1.73263
49 H 3.63813 1.30078 -0.06932
50 H 3.42344 0.01099 1.09579
51 H 5.57993 0.21963 1.88135
52 H 6.36174 0.47626 0.32687
53 H 7.27830 -2.57267 0.33680
54 H 5.52722 -4.94145 0.80748
55 H 0.07031 2.38675 -0.71437
56 H -0.52673 3.35675 -2.11113
57 H 2.21940 3.33573 -0.84421
58 H 2.18624 3.52452 -2.60230
59 H 1.29989 6.56779 -0.30485
60 H 2.08476 5.11268 0.31804
61 H -0.69874 4.36346 0.20610
62 H 0.22519 4.91621 1.62495
63 H -0.74792 6.07107 0.67124
64 H -2.16609 1.89078 -2.24233
65 H -6.18065 0.44956 -0.61591
66 H -2.75366 -3.37301 -0.38615
67 H -3.95722 -2.00872 -0.28397
68 H -4.38108 -2.27780 -2.82445
69 H -3.36373 -3.73709 -2.76196
70 H -5.07876 -4.12435 -0.57006
71 H -5.32876 -4.89492 -2.15066
72 H -7.34782 -3.73999 -2.31838
73 H -6.41989 -2.19320 -2.33369
74 H -7.49189 -3.64613 0.16076
75 H -6.47085 -2.19953 0.22079
76 H -8.06972 -1.01319 -1.33932
77 H -9.15205 -2.42731 -1.30762
78 H -8.52415 -0.51032 1.05022
79 H -10.06637 -0.80047 0.24672
80 H -8.88009 -2.37854 2.46344
81 H -9.41941 -3.40918 1.05737
82 H -10.60005 -2.34739 1.85023
83 C -9.85887 -0.77233 -5.56492
84 C -9.94660 -1.14379 -4.10910
85 O -8.59817 -1.40414 -3.76891
86 C -7.84035 -0.62146 -4.59591
87 O -6.69470 -0.38026 -4.42158
88 O -8.57598 -0.15165 -5.63822
89 F -10.66980 -2.27720 -3.93038
90 H -9.87900 -1.64748 -6.21715
91 H -10.64415 -0.08465 -5.87221
92 H -10.34027 -0.35461 -3.46435
93 C 6.81181 5.46039 3.30190
94 C 6.31666 6.81897 3.71711
95 O 7.51805 7.52610 3.96625
96 C 8.46598 6.97413 3.15194
97 O 9.50883 7.47324 2.90173
98 O 8.05028 5.77292 2.66068
99 F 5.59907 6.75513 4.86459
100 H 7.00039 4.80828 4.15599
101 H 6.13223 4.95571 2.61884
102 H 5.73653 7.34172 2.95366
103 C 9.59797 2.25781 2.88182
104 C 9.02385 2.72682 4.19061
105 O 9.75632 1.98173 5.14173
106 C 10.97641 1.73113 4.57514
107 O 11.92873 1.36399 5.17288
108 O 10.95058 1.96715 3.23593
109 F 7.70800 2.40382 4.29744
110 H 9.11247 1.34922 2.51966
111 H 9.55014 3.01837 2.10478
112 H 9.15561 3.79428 4.38221

=====

Below is C43H49ClN5O7P2S2V as an isolated structure, with properties calculated with ωB97M-V with the def2-TZVPD basis set.

Computed properties:
Multiplicity: 2
Expectation value of S²: 0.769
E_HOMO (spin up / spin down) in eV: -9.8 / -9.8
Charge: +1
Energy in eV: -145626.11789
Lowest unoccupied orbital energy (spin up / spin down) in eV: -3.86 / -3.54
Kohn-Sham gap (spin up / spin down) in eV: 5.978 / 6.305

Cartesian coordinates (Å):
1 V 0.36951 0.25813 -0.33233
2 C 0.46660 1.72885 3.01003
3 P 0.65315 0.10818 2.20545
4 C 2.40689 -0.28701 2.60628
5 N 2.73192 -0.52935 3.84971
6 C 4.00985 -0.88424 4.11302
7 C 4.39901 -1.16224 5.44493
8 C 5.67506 -1.56691 5.69860
9 C 6.61649 -1.71071 4.64730
10 C 6.27240 -1.43817 3.35737
11 C 4.95640 -1.00789 3.06617
12 N 4.61897 -0.68471 1.79687
13 C 3.38444 -0.31292 1.57367
14 P 2.93632 0.29254 -0.08656
15 C 3.81217 -0.78193 -1.25540
16 C 3.79087 1.94401 -0.22135
17 C 5.29081 1.82842 0.05361
18 C 3.58316 2.45640 -1.65256
19 C 3.15889 2.90483 0.78539
20 C -0.48090 -1.06594 3.14953
21 C -1.75311 -0.28876 3.51307
22 C -0.86524 -2.26739 2.28480
23 C 0.15594 -1.56530 4.44851
24 H 0.58992 1.61796 4.08814
25 H -0.51073 2.13834 2.76516
26 H 1.23246 2.40209 2.63239
27 H 3.66203 -1.05550 6.22787
28 H 5.98011 -1.78721 6.71200
29 H 7.62003 -2.03805 4.88073
30 H 6.97447 -1.53194 2.54128
31 H 4.79001 -1.04587 -0.85182
32 H 3.93313 -0.24408 -2.19478
33 H 3.23335 -1.68423 -1.44047
34 H 5.77554 1.11688 -0.61378
35 H 5.50175 1.53378 1.08085
36 H 5.74440 2.80670 -0.11793
37 H 4.26308 1.97044 -2.35165
38 H 3.79433 3.52671 -1.68048
39 H 2.56486 2.31628 -2.00834
40 H 3.31945 2.56441 1.81108
41 H 2.08971 3.02752 0.60482
42 H 3.63489 3.88269 0.69003
43 H -2.25082 0.14493 2.65066
44 H -1.56029 0.49932 4.23839
45 H -2.44814 -0.99475 3.97005
46 H -1.36886 -1.96410 1.36649
47 H -1.55128 -2.88975 2.86263
48 H -0.00317 -2.88190 2.02807
49 H 0.48494 -0.75161 5.09323
50 H 1.00604 -2.22073 4.26605
51 H -0.60345 -2.13862 4.98271
52 C -0.85171 6.82906 -1.26893
53 O -0.75336 6.23419 -2.55930
54 C -0.45351 4.93723 -2.64147
55 C -0.39523 4.41312 -3.95560
56 C -0.08990 3.10272 -4.14899
57 C 0.16082 2.23278 -3.05765
58 C 0.59089 0.89157 -3.23252
59 C 0.83852 0.27994 -4.56326
60 O 0.81692 0.12494 -2.24802
61 C 0.07443 2.77380 -1.75123
62 O 0.29600 2.02692 -0.68546
63 C -0.20972 4.12382 -1.54731
64 H -1.11487 7.86765 -1.44239
65 H 0.10462 6.77379 -0.74559
66 H -1.63074 6.34392 -0.67897
67 H -0.59814 5.07755 -4.78203
68 H -0.05430 2.72164 -5.15870
69 H 0.94109 1.00067 -5.36779
70 H -0.01745 -0.37483 -4.77441
71 H 1.72679 -0.34823 -4.50585
72 H -0.27907 4.47255 -0.52862
73 Cl -8.04765 -0.48377 -0.02484
74 C -6.38399 -0.01413 0.07775
75 C -6.06554 1.27811 0.47471
76 C -4.73533 1.64219 0.55996
77 C -3.73784 0.72595 0.23511
78 C -4.07402 -0.56176 -0.17116
79 C -5.40250 -0.93946 -0.23882
80 C -2.31855 1.12977 0.38783
81 O -1.97259 2.18618 0.86241
82 O -1.45013 0.17644 0.00724
83 H -6.85272 1.97646 0.71749
84 H -4.45412 2.63453 0.88158
85 H -3.29403 -1.26395 -0.43561
86 H -5.67668 -1.93777 -0.53995
87 N -7.20165 -4.40597 -1.96558
88 C -5.94143 -3.97264 -2.31811
89 C -5.76961 -3.03495 -3.33970
90 C -4.50945 -2.55642 -3.64868
91 C -3.40473 -3.01364 -2.94457
92 C -3.55990 -3.94759 -1.92702
93 C -4.81749 -4.41430 -1.60671
94 S -1.78974 -2.53385 -3.44182
95 O -1.93053 -1.49362 -4.43053
96 O -1.07692 -3.73344 -3.81687
97 N -1.10793 -1.85718 -2.13375
98 C -0.13019 -2.45115 -1.50615
99 S 0.47843 -4.09059 -1.74580
100 C 1.56068 -3.88626 -0.40689
101 C 1.47964 -2.64814 0.09092
102 N 0.56423 -1.80224 -0.51992
103 H -7.93221 -4.28410 -2.64651
104 H -7.26121 -5.27055 -1.45444
105 H -6.63182 -2.67558 -3.88580
106 H -4.37075 -1.83883 -4.44337
107 H -2.69300 -4.31919 -1.39134
108 H -4.94022 -5.13656 -0.81018
109 H 2.20158 -4.68377 -0.07513
110 H 2.06040 -2.29071 0.92887

=====

Below is C43H49I2N4O4ScSe2Te as an isolated structure, with properties calculated with ωB97M-V with the def2-TZVPD basis set.

Computed properties:
E_HOMO in eV: -6.9
Charge: 0
Energy in eV: -234428.76935
Lowest unoccupied orbital energy in eV: -0.02
Kohn-Sham gap in eV: 6.922

Cartesian coordinates (Å):
1 Sc 0.33625 0.42267 0.25705
2 I 0.33160 -4.66322 0.29714
3 C 0.05438 -4.68137 2.39677
4 I 0.98115 -3.04928 3.37297
5 H 0.45225 -5.60981 2.78448
6 H -1.01107 -4.61242 2.58080
7 C -0.07062 -4.75390 -4.69964
8 C 0.04554 -3.50413 -3.86884
9 C 1.16718 -2.68520 -3.94052
10 C 1.25835 -1.51124 -3.20807
11 C 2.52005 -0.70631 -3.31340
12 O 3.58586 -1.25984 -3.11299
13 C 2.45943 0.73558 -3.68339
14 C 1.27488 1.32629 -4.10982
15 C 1.25756 2.66288 -4.47589
16 C 2.42373 3.41209 -4.40925
17 C 3.60836 2.82613 -3.98213
18 C 3.62601 1.49075 -3.62262
19 C 0.23287 -1.14606 -2.32709
20 O 0.32548 -0.04218 -1.62658
21 C -0.87834 -1.99649 -2.18537
22 C -0.96448 -3.13410 -2.99117
23 C -1.91515 -1.75614 -1.15602
24 N -1.71461 -1.10118 -0.06589
25 C -2.86036 -1.04574 0.86885
26 C -2.42890 -1.24212 2.30355
27 Te -4.07365 -1.35456 3.65901
28 C -4.57165 0.68680 3.52359
29 C -3.89168 1.61713 4.30711
30 C -4.22352 2.96500 4.23974
31 C -5.23783 3.39047 3.39196
32 C -5.90850 2.46993 2.59611
33 C -5.57946 1.12279 2.66457
34 C -3.25523 -2.35906 -1.47644
35 C -3.59451 -3.64267 -1.06107
36 C -4.84504 -4.16145 -1.36005
37 C -5.76026 -3.40365 -2.07845
38 C -5.42158 -2.12564 -2.49773
39 C -4.16974 -1.60475 -2.19904
40 H 0.81046 -4.88570 -5.32658
41 H -0.94210 -4.71815 -5.35526
42 H -0.16860 -5.64333 -4.07447
43 H 1.99571 -2.95600 -4.58553
44 H 0.36591 0.74145 -4.15466
45 H 0.33491 3.12061 -4.80809
46 H 2.40888 4.45883 -4.68530
47 H 4.51352 3.41506 -3.91928
48 H 4.53550 1.01733 -3.27800
49 H -1.83796 -3.76869 -2.91530
50 H -3.59033 -1.82021 0.63734
51 H -3.37305 -0.08956 0.72779
52 H -1.75872 -0.47345 2.68291
53 H -1.91597 -2.19713 2.41735
54 H -3.09914 1.28787 4.96575
55 H -3.69433 3.67848 4.85812
56 H -5.51207 4.43845 3.35716
57 H -6.69603 2.79903 1.93023
58 H -6.11705 0.40411 2.05906
59 H -2.87537 -4.22907 -0.50031
60 H -5.10502 -5.15896 -1.03117
61 H -6.73559 -3.80994 -2.31177
62 H -6.13027 -1.53264 -3.06026
63 H -3.89992 -0.60746 -2.52612
64 O 1.57205 5.38288 3.13561
65 C 2.63382 4.45274 3.32410
66 C 2.35463 3.16434 2.52681
67 C 3.50987 2.23304 2.95498
68 O 3.72038 1.05520 2.20569
69 C 0.94869 2.70543 2.94569
70 Se 0.46155 0.80200 2.87500
71 C 2.42774 3.57515 1.04811
72 Se 2.15938 2.27105 -0.39777
73 H 1.75154 6.15789 3.67314
74 H 2.72828 4.19615 4.38734
75 H 3.58140 4.88951 2.98923
76 H 3.34840 1.90872 3.98713
77 H 4.42631 2.84263 2.94291
78 H 3.47982 1.23505 1.27685
79 H 0.21317 3.27009 2.37140
80 H 0.79501 2.96737 3.99292
81 H 3.41406 4.00325 0.85362
82 H 1.69990 4.37005 0.88452
83 C 5.27850 -1.04721 -0.19370
84 C 4.37085 -2.12091 0.41845
85 C 4.75500 -2.39026 1.87763
86 C 4.39600 -3.40445 -0.42068
87 C 2.99330 -1.60252 0.40567
88 N 1.93022 -1.17860 0.37769
89 H 6.30108 -1.42909 -0.18369
90 H 5.24271 -0.13125 0.39521
91 H 4.99283 -0.83225 -1.22236
92 H 5.78570 -2.74666 1.89812
93 H 4.11171 -3.15295 2.31696
94 H 4.67803 -1.47611 2.46687
95 H 5.41265 -3.80015 -0.40837
96 H 4.10918 -3.19789 -1.45214
97 H 3.72492 -4.15682 -0.00513
98 N -2.71505 3.62049 0.92507
99 C -2.09424 4.17750 -0.17158
100 C -1.24033 3.22743 -0.62899
101 N -1.33918 2.09868 0.16260
102 C -2.22810 2.37992 1.08911
103 H -3.41180 4.03672 1.51920
104 H -2.29484 5.18028 -0.50027
105 H -0.54422 3.26953 -1.44877
106 H -2.51906 1.74714 1.90995